DFT (ωB97M-V with the def2-TZVPD basis set) results for a cluster of 10 separate species, C32H87N3O20 in total at a distorted geometry.

Atoms and positions in Å:
C1 -3.6049 2.5760 -4.2411
O1 -3.0908 2.8339 -2.9725
C2 -3.0208 4.2333 -2.6351
C3 -1.9685 4.5930 -1.5986
N1 -1.7923 3.9546 -0.2759
C4 -2.8980 4.2559 0.6134
C5 -2.3751 4.3519 2.1258
O2 -2.0201 3.0204 2.4055
C6 -1.8285 2.6163 3.7402
H1 -4.6934 2.5214 -4.2262
H2 -3.3969 1.5779 -4.6266
H3 -3.3113 3.2303 -5.0620
H4 -3.9672 4.3486 -2.1066
H5 -3.0728 4.9422 -3.4614
H6 -1.8446 5.6421 -1.3300
H7 -1.0034 4.4190 -2.0745
H8 -1.7372 2.9617 -0.4530
H9 -3.5823 3.4076 0.6273
H10 -3.4053 5.2056 0.4439
H11 -3.1780 4.6231 2.8114
H12 -1.5014 4.9951 2.2306
H13 -1.7124 1.5326 3.7285
H14 -2.6084 2.9553 4.4221
H15 -0.9492 3.0693 4.1983
C7 3.1229 -1.2710 2.1439
O3 2.7601 -1.7876 3.4368
C8 1.4915 -1.3214 3.8959
C9 1.5533 -1.6140 5.3869
N2 2.3788 -0.5223 5.9734
C10 2.5176 -0.7684 7.4137
C11 3.4876 0.3136 7.9490
O4 4.7404 0.0664 7.3107
C12 5.9236 0.6666 7.8391
H16 3.0918 -1.9972 1.3316
H17 4.1472 -0.9076 2.0606
H18 2.3501 -0.5469 1.8861
H19 0.6875 -1.8261 3.3602
H20 1.2127 -0.2719 3.8011
H21 2.2018 -2.4644 5.5975
H22 0.4909 -1.6820 5.6208
H23 3.3118 -0.6952 5.6274
H24 2.9877 -1.6863 7.7668
H25 1.6308 -0.7657 8.0475
H26 3.4592 0.3336 9.0384
H27 3.0424 1.2820 7.7208
H28 6.1062 1.6969 7.5336
H29 6.8674 0.2519 7.4849
H30 5.9699 0.6926 8.9278
C13 -5.4414 -6.9594 -2.4567
O5 -4.0899 -6.7069 -2.1461
C14 -3.1971 -7.6199 -2.7692
C15 -1.8118 -7.0174 -2.7982
N3 -1.1268 -6.8590 -1.4713
C16 0.3114 -6.4793 -1.5895
C17 0.5019 -4.9797 -2.0495
O6 -0.2965 -4.0407 -1.2909
C18 0.2161 -3.7860 0.0807
H31 -5.8705 -7.8385 -1.9759
H32 -5.7315 -6.9299 -3.5070
H33 -5.8344 -6.1347 -1.8621
H34 -3.5657 -7.8805 -3.7614
H35 -3.1817 -8.4711 -2.0886
H36 -1.8534 -5.9938 -3.1704
H37 -1.3063 -7.7056 -3.4757
H38 -1.5103 -5.9728 -1.1754
H39 0.8660 -7.2420 -2.1362
H40 0.7249 -6.4281 -0.5823
H41 0.3709 -4.9794 -3.1316
H42 1.5854 -4.8625 -2.0321
H43 0.9298 -2.9650 0.0122
H44 0.7208 -4.6438 0.5252
H45 -0.6956 -3.6181 0.6541
C19 2.6528 4.6948 1.6204
C20 1.5761 3.5566 1.8063
O7 1.0089 3.3424 0.5774
O8 3.8798 4.1569 0.9864
H46 2.7783 5.1588 2.5987
H47 2.1421 5.3637 0.9277
H48 0.7534 3.7250 2.5012
H49 2.1478 2.7759 2.3082
H50 0.1160 3.6831 0.6688
H51 3.7662 4.2911 0.0426
C21 2.8195 3.7024 -2.5303
C22 2.4783 4.9543 -3.4674
O9 3.6227 5.2487 -4.2327
O10 3.9335 3.8811 -1.6798
H52 3.0202 2.7872 -3.0873
H53 1.9394 3.3985 -1.9635
H54 2.1471 5.7980 -2.8620
H55 1.5558 4.7544 -4.0125
H56 4.3632 5.1598 -3.6283
H57 4.6943 3.6406 -2.2136
C23 -2.8892 -2.5539 -3.0675
C24 -4.2303 -3.3247 -3.1849
O11 -4.5458 -3.7942 -4.4994
O12 -3.0756 -1.1999 -3.3954
H58 -2.1854 -3.0277 -3.7517
H59 -2.5372 -2.5097 -2.0368
H60 -5.0346 -2.8154 -2.6541
H61 -4.2406 -4.2507 -2.6100
H62 -4.9235 -3.1157 -5.0639
H63 -3.1535 -1.0605 -4.3420
C25 0.1192 1.6264 -4.6682
C26 0.3417 2.5678 -5.8876
O13 0.0229 2.0610 -7.1344
O14 1.3218 0.8427 -4.5292
H64 -0.7788 1.0163 -4.7659
H65 0.1731 2.1704 -3.7252
H66 1.2352 3.1655 -5.7075
H67 -0.4699 3.2694 -5.6945
H68 0.7703 1.5472 -7.4489
H69 1.5373 0.5804 -5.4272
C27 3.8131 0.6675 -0.8334
C28 5.2425 0.9856 -0.4509
O15 6.1307 0.8255 -1.5558
O16 3.5454 -0.7457 -0.7159
H70 3.4651 1.0736 -1.7832
H71 3.1679 1.2355 -0.1632
H72 5.6111 0.6880 0.5307
H73 5.2018 2.0728 -0.3837
H74 6.8903 0.3982 -1.1534
H75 2.6256 -0.5768 -0.9329
C29 -2.4642 -1.4648 3.2664
C30 -3.9091 -1.1243 2.8383
O17 -4.8479 -0.9590 3.9353
O18 -2.2066 -2.8177 3.6822
H76 -2.3493 -1.0123 4.2514
H77 -1.7444 -1.1643 2.5051
H78 -4.3596 -1.7763 2.0899
H79 -3.8693 -0.1385 2.3748
H80 -5.6770 -1.4399 3.8798
H81 -2.3036 -3.4974 3.0112
C31 -0.5919 0.4404 0.3771
C32 -0.3112 0.7164 -1.1373
O19 0.9284 0.2449 -1.5610
O20 -1.9116 0.9728 0.5880
H82 0.1293 0.7605 1.1291
H83 -0.6565 -0.6421 0.4878
H84 -0.1517 1.7865 -1.2692
H85 -1.1591 0.3773 -1.7324
H86 1.0339 0.2423 -2.5152
H87 -1.8102 1.6744 1.2354

Output
HOMO level   -8.65 eV
ΔE to the lowest compared entry with this formula, charge and spin   103.8 kcal/mol
Kohn-Sham gap   8.81 eV
Structure (SMILES)   COCCNCCOC.COCCNCCOC.COCCNCCOC.OCCO.OCCO.OCCO.OCCO.OCCO.OCCO.OCCO
F_max   4.16 eV/Å

DFT (ωB97M-V with the def2-TZVPD basis set) results for a structure of composition C32H89ClN7O13 at a distorted geometry.

Atoms and positions in Å:
Cl1 -0.2371 -0.4923 -0.3939
O1 0.3328 0.8134 -0.4536
O2 -1.6484 -0.4707 -0.8350
O3 0.5638 -1.2759 -1.3032
O4 -0.2389 -1.0147 0.9643
C1 -1.0446 1.2824 5.6668
C2 -0.0077 0.9545 4.6147
C3 0.0694 2.0254 3.4491
O5 -1.2013 2.2123 2.8026
C4 -1.6314 1.0788 1.9903
N1 1.3275 0.8526 5.2617
H1 -1.1127 0.5928 6.5081
H2 -2.0443 1.3547 5.2384
H3 -0.9086 2.2993 6.0348
H4 -0.2220 0.0006 4.1328
H5 0.8255 1.8179 2.6919
H6 0.3529 2.9980 3.8515
H7 -2.5229 1.3824 1.4416
H8 -1.9447 0.2343 2.6042
H9 -0.8319 0.6697 1.3726
H10 1.4017 -0.1135 5.5468
H11 2.0297 0.8444 4.5357
C5 4.3169 0.4358 0.3069
C6 2.9542 0.5226 -0.2932
C7 2.7873 1.7451 -1.2196
O6 3.1008 3.0129 -0.5751
C8 3.3214 4.1522 -1.4155
N2 2.6689 -0.7619 -0.9325
H12 4.4108 -0.3632 1.0424
H13 4.6024 1.3625 0.8048
H14 5.0762 0.2998 -0.4632
H15 2.2709 0.6546 0.5458
H16 1.7580 1.8057 -1.5730
H17 3.3253 1.6662 -2.1643
H18 2.4454 4.4280 -2.0026
H19 4.2010 3.9691 -2.0327
H20 3.6785 4.9751 -0.7963
H21 2.9732 -1.5067 -0.3219
H22 1.6595 -0.7675 -0.9667
C9 -5.2206 -1.5071 1.4129
C10 -3.7741 -1.2882 0.8435
C11 -2.8884 -2.5062 1.1252
O7 -2.7018 -2.7928 2.5287
C12 -1.6002 -2.1173 3.1919
N3 -3.8048 -1.1384 -0.5858
H23 -5.7575 -2.1576 0.7224
H24 -5.8104 -0.6277 1.6718
H25 -5.1553 -2.0597 2.3501
H26 -3.3919 -0.3799 1.3094
H27 -1.9623 -2.4286 0.5556
H28 -3.3415 -3.4337 0.7754
H29 -0.7091 -1.9898 2.5773
H30 -1.2945 -2.6272 4.1056
H31 -1.9779 -1.1409 3.4953
H32 -4.1419 -1.9876 -1.0161
H33 -2.8551 -1.0012 -0.9011
C13 -0.9106 3.0697 0.7799
C14 0.4091 3.1781 -0.0036
C15 0.9419 4.6319 0.0974
O8 -0.0592 5.5164 -0.5167
C16 0.0852 5.7076 -1.9182
N4 1.3134 2.1929 0.5656
H34 -1.6144 3.8939 0.6641
H35 -0.6583 3.1290 1.8386
H36 -1.4278 2.1251 0.6117
H37 0.1901 2.8397 -1.0164
H38 1.9034 4.7462 -0.4031
H39 1.2515 4.8474 1.1200
H40 -0.8198 6.1166 -2.3673
H41 0.3422 4.7389 -2.3468
H42 0.9252 6.3708 -2.1248
H43 2.1752 2.2788 0.0460
H44 0.9417 1.3230 0.2118
C17 -1.3859 2.3314 -1.8718
C18 -2.4811 1.8731 -2.8345
C19 -2.8949 0.4061 -2.5918
O9 -3.8339 0.1491 -3.6066
C20 -4.3509 -1.1211 -3.6096
N5 -3.5612 2.8260 -2.7379
H45 -0.4336 1.8134 -1.9851
H46 -1.6378 2.1245 -0.8316
H47 -1.0765 3.3742 -1.9422
H48 -2.1865 1.9378 -3.8819
H49 -3.2930 0.2804 -1.5849
H50 -2.0351 -0.2431 -2.7568
H51 -3.6064 -1.9061 -3.7423
H52 -5.0469 -1.1725 -4.4469
H53 -5.0039 -1.3808 -2.7765
H54 -3.9068 2.7418 -1.7926
H55 -3.1693 3.7562 -2.7010
C21 6.3218 -1.3847 0.7551
C22 5.6735 -2.6014 -0.0685
C23 4.2859 -3.1387 0.3454
O10 3.1904 -2.1913 0.2502
C24 1.9275 -2.5745 0.8101
N6 5.6945 -2.2078 -1.4687
H56 6.4187 -1.5987 1.8195
H57 5.7481 -0.4603 0.6887
H58 7.2967 -1.1786 0.3133
H59 6.4151 -3.4000 -0.0541
H60 4.3260 -3.5405 1.3578
H61 4.0267 -4.0844 -0.1307
H62 1.7860 -3.6147 0.5167
H63 1.0549 -1.9881 0.5227
H64 1.9477 -2.6386 1.8981
H65 4.9596 -1.5259 -1.5914
H66 5.2583 -2.9012 -2.0594
C25 -1.4611 -2.9338 -1.6663
C26 -2.1995 -4.0143 -0.9669
C27 -3.6947 -4.0757 -1.4084
O11 -4.4260 -2.8576 -1.2344
C28 -5.7385 -2.8056 -1.7465
N7 -1.4615 -5.2887 -1.1744
H67 -0.4237 -2.7951 -1.3619
H68 -1.9267 -1.9558 -1.5443
H69 -1.4799 -3.1171 -2.7406
H70 -1.9948 -3.7879 0.0794
H71 -4.1361 -4.8553 -0.7874
H72 -3.7683 -4.5008 -2.4093
H73 -6.3476 -3.5378 -1.2165
H74 -5.7516 -3.0280 -2.8135
H75 -6.1731 -1.8173 -1.5963
H76 -0.6274 -5.2918 -0.6047
H77 -1.9766 -6.0418 -0.7412
C29 1.8194 -0.3240 2.3024
C30 2.7752 0.8489 2.3363
O12 2.7967 1.4223 3.5547
H78 1.6883 -0.7864 1.3241
H79 0.8297 -0.0145 2.6382
H80 2.1724 -1.0954 2.9868
H81 2.2960 1.4937 1.5996
H82 3.7901 0.5491 2.0748
H83 3.4087 2.1609 3.5148
C31 0.7661 1.0984 -3.2307
C32 1.6551 -0.0615 -3.5767
O13 0.9709 -1.2501 -3.4658
H84 0.0374 1.2780 -4.0212
H85 1.3553 1.9972 -3.0485
H86 0.2206 0.9193 -2.3042
H87 2.4712 -0.1146 -2.8561
H88 1.9556 -0.1033 -4.6237
H89 0.6916 -1.2737 -2.5476

Output
Total charge   -1
HOMO level   -4.53 eV
ΔE to the lowest compared entry with this formula, charge and spin   871.5 kcal/mol
Kohn-Sham gap   6.73 eV
F_max   19.01 eV/Å